Model i:
Computed, not measured: a molecular structure, CHF3N2, with ωB97M-V with the def2-TZVPD basis set.

Summary:
HOMO (spin up / spin down): -11.87 / -9.96 eV
E_LUMO (spin up / spin down): -0.064 / -0.076 Ha
frontier orbital gap (spin up / spin down): 0.373 / 0.290 Eh
charge: 0

Cartesian coordinates (Å):
C 0.20820 -0.57682 0.16311
N -1.13246 -1.92734 -0.09070
N 1.40573 -0.91914 0.23532
F -2.41638 -1.37636 0.02605
F 1.88756 -2.15223 -0.05228
F 2.85004 -0.00131 -0.10878
H 0.04188 0.43092 0.28971

Model ii:
Computed, not measured: 2 unconnected molecules or ions with the total composition CHF3N2, with ωB97M-V with the def2-TZVPD basis set.

Summary:
HOMO (spin up / spin down): -10.52 / -8.56 eV
E_LUMO (spin up / spin down): -0.008 / -0.020 Ha
frontier orbital gap (spin up / spin down): 0.379 / 0.295 Eh
charge: 0

Cartesian coordinates (Å):
C 0.72670 -0.77497 -0.22993
N 1.48508 -0.36569 0.60762
N -1.29028 0.69228 -0.77703
F 0.58237 -1.83559 -0.92775
F -2.02487 0.04053 0.17227
F -0.81465 1.77797 -0.13008
H 1.33564 0.46547 1.28491

Most stable structure: model ii

Model i:
Computed, not measured: 2 unconnected molecules or ions with the total composition C5H7P, with ωB97M-V with the def2-TZVPD basis set.

Summary:
HOMO (spin up / spin down): -7.94 / -8.24 eV
E_LUMO (spin up / spin down): -0.018 / -0.016 Ha
frontier orbital gap (spin up / spin down): 0.274 / 0.287 Eh
charge: 0

Cartesian coordinates (Å):
C 0.38147 -1.87741 0.44550
C -0.88797 -2.05799 0.39936
C 1.50751 -0.92001 0.28252
C 0.51040 0.12682 -0.20711
C -0.69868 -0.69995 -0.28495
P -2.31087 -0.01758 -0.01851
H 1.88789 -0.92917 1.34444
H 2.34045 -1.06428 -0.35473
H 0.32917 0.89783 0.53972
H 0.94021 0.64743 -1.21331
H -1.61218 -0.65101 -2.17823
H -2.47191 0.14358 1.52664
H -2.90385 -1.16707 0.02677

Model ii:
Computed, not measured: 2 unconnected molecules or ions with the total composition C5H7P, with ωB97M-V with the def2-TZVPD basis set.

Summary:
HOMO: -8.25 eV
E_LUMO: -0.021 Ha
frontier orbital gap: 0.283 Eh
charge: 0

Cartesian coordinates (Å):
C -2.27215 0.21463 0.14767
C 0.62764 -2.01857 -0.07804
C 1.72722 1.53478 -0.38455
C -1.12872 0.45673 0.73194
C 0.85574 -0.76782 0.20256
P 2.40480 0.11423 0.22072
H -3.01706 0.90671 0.19678
H -2.51261 -0.62274 -0.45354
H 1.32378 -2.54547 -0.84498
H -0.25266 -2.51304 0.32582
H 2.16307 2.48798 -0.20573
H 0.78497 1.47287 -1.01345
H -0.70403 1.27973 1.15481

Most stable structure: model ii

Model i:
Computed, not measured: 2 unconnected molecules or ions with the total composition C3H8O2P2, with ωB97M-V with the def2-TZVPD basis set.

Summary:
HOMO (spin up / spin down): -6.75 / -7.14 eV
E_LUMO (spin up / spin down): -0.009 / 0.025 Ha
frontier orbital gap (spin up / spin down): 0.239 / 0.288 Eh
charge: 0

Cartesian coordinates (Å):
C -0.66976 0.02788 2.04248
C -0.33235 1.33795 1.29721
C 0.94615 -0.32299 0.56158
O 0.32995 -0.88247 1.61278
O 0.77732 1.00182 0.48538
P 0.70408 -0.24926 -2.96308
P -0.60005 -1.44281 -1.78504
H -0.60038 0.11873 3.12763
H -1.65333 -0.36166 1.76770
H -1.15430 1.67752 0.66195
H -0.02817 2.14636 1.96747
H 1.88168 -0.73720 0.23398
H 0.27048 -0.64536 -4.23228
H -0.14346 0.85949 -2.98627
H 0.27213 -2.52799 -1.79149

Model ii:
Computed, not measured: a single C3H8O2P2 molecule, with ωB97M-V with the def2-TZVPD basis set.

Summary:
HOMO: -8.83 eV
E_LUMO: 0.034 Ha
frontier orbital gap: 0.358 Eh
charge: 0

Cartesian coordinates (Å):
C -1.71192 -0.24788 -1.16388
C -0.77111 -1.40164 -1.36683
C 0.40617 0.08528 -0.11612
O -0.87429 0.81818 -0.89586
O 0.29792 -1.20866 -0.39314
P 2.36549 0.88123 2.02537
P 0.19275 0.62447 1.63428
H -2.26886 0.03565 -2.04738
H -2.42340 -0.40312 -0.31933
H -1.07970 -2.42354 -1.35348
H -0.44469 -1.14542 -2.40437
H 1.20715 0.55695 -0.61001
H 2.25550 1.85221 3.01840
H 2.78665 0.03849 2.99009
H 0.06236 1.93781 1.00225

Most stable structure: model ii

Model i:
Computed, not measured: a single C3H3BrCl2 molecule, with ωB97M-V with the def2-TZVPD basis set.

Summary:
HOMO: -9.65 eV
E_LUMO: 0.024 Ha
frontier orbital gap: 0.379 Eh
charge: 0

Cartesian coordinates (Å):
C 0.54873 0.48252 -0.56434
C 0.45790 -0.15708 0.76371
C -0.80842 -0.01904 -0.26169
Cl 1.22993 -1.70676 0.98576
Cl -1.37092 -1.46597 -1.01534
Br -2.23109 1.09778 0.37520
H 0.63677 1.48853 -0.75326
H 1.02502 -0.01766 -1.28206
H 0.51209 0.29768 1.75203

Model ii:
Computed, not measured: 2 unconnected molecules or ions with the total composition C3H3BrCl2, with ωB97M-V with the def2-TZVPD basis set.

Summary:
HOMO: -9.67 eV
E_LUMO: 0.027 Ha
frontier orbital gap: 0.382 Eh
charge: 0

Cartesian coordinates (Å):
C -0.41219 -0.88726 -0.71781
C -0.52403 -1.17313 0.54080
C 0.89434 -0.92273 0.03781
Cl -0.98522 3.04489 0.18869
Cl 1.64189 0.67506 0.48603
Br 2.09045 -2.41436 -0.02780
H -0.77310 -1.00708 -1.74924
H -1.10451 4.16376 -0.28094
H -0.82763 -1.47914 1.52246

Model iii:
Computed, not measured: a single C3H3BrCl2 molecule, with ωB97M-V with the def2-TZVPD basis set.

Summary:
HOMO: -10.14 eV
E_LUMO: 0.011 Ha
frontier orbital gap: 0.383 Eh
charge: 0

Cartesian coordinates (Å):
C 0.84140 0.43546 0.44015
C -0.68121 0.47150 0.11250
C 0.19795 -0.71239 -0.35679
Cl -1.80485 0.31070 1.44095
Cl -0.24232 -2.37774 0.11226
Br 0.47134 -0.73217 -2.36925
H 1.38463 1.11101 -0.07555
H 0.98769 0.22012 1.44253
H -1.15462 1.27350 -0.74682

Most stable structure: model i

Model i:
Computed, not measured: 2 unconnected molecules or ions with the total composition C5H11ClN, with ωB97M-V with the def2-TZVPD basis set.

Summary:
HOMO (spin up / spin down): -15.46 / -14.28 eV
E_LUMO (spin up / spin down): -0.212 / -0.270 Ha
frontier orbital gap (spin up / spin down): 0.356 / 0.254 Eh
charge: +1

Cartesian coordinates (Å):
C -0.17148 0.41293 0.10724
C 1.64128 1.31917 1.19413
C -0.80304 -0.73245 -1.86460
C -1.07497 -1.87341 0.24458
C 0.13666 1.13229 1.26647
N -0.64537 -0.59795 -0.38699
Cl 1.23467 2.03390 -2.32955
H 2.18542 1.87210 2.01904
H 2.14326 0.46405 1.21276
H 2.08731 1.90069 0.36750
H -1.99869 -0.79467 -1.98641
H -0.31962 -1.59338 -2.40531
H -0.30115 0.09105 -2.20829
H -2.18912 -1.69102 0.25013
H -0.57367 -1.81048 1.25286
H -0.71229 -2.82782 -0.29336
H -0.29252 0.66571 2.13217
H -0.34668 2.02929 1.42763

Model ii:
Computed, not measured: 2 unconnected molecules or ions with the total composition C5H11ClN, with ωB97M-V with the def2-TZVPD basis set.

Summary:
HOMO (spin up / spin down): -12.29 / -13.23 eV
E_LUMO (spin up / spin down): -0.181 / -0.145 Ha
frontier orbital gap (spin up / spin down): 0.271 / 0.341 Eh
charge: +1

Cartesian coordinates (Å):
C -1.79106 -0.49005 1.19705
C -2.18443 0.07298 -0.16288
C -0.82747 -0.39480 0.06938
C 1.96083 1.74325 -0.56788
C 1.95463 0.59671 0.40591
N -0.28445 -1.55000 -0.53673
Cl 2.61607 -0.92680 0.17907
H -1.91632 0.23346 2.02689
H -2.29463 -1.45463 1.45163
H -2.78422 -0.43343 -0.81794
H -2.37792 1.14977 -0.16514
H 2.11143 1.39585 -1.61624
H 2.78275 2.38897 -0.28190
H 1.08227 2.37452 -0.53651
H 2.13199 1.03192 1.42782
H 0.87993 -1.57395 -0.47955
H -0.48145 -1.67188 -1.61304
H -0.57792 -2.49190 0.02006

Most stable structure: model ii

Model i:
Computed, not measured: a single CH2O2 molecule, with ωB97M-V with the def2-TZVPD basis set.

Summary:
HOMO: -10.91 eV
E_LUMO: 0.020 Ha
frontier orbital gap: 0.421 Eh
charge: 0

Cartesian coordinates (Å):
C -0.06532 0.33487 -0.20502
H 0.27780 -1.23222 0.62903
H -0.62400 -0.30687 -0.90072
O 0.59270 -0.33595 0.76447
O -0.18119 1.54017 -0.28776

Model ii:
Computed, not measured: 2 unconnected molecules or ions with the total composition CH2O2, with ωB97M-V with the def2-TZVPD basis set.

Summary:
HOMO: -9.92 eV
E_LUMO: -0.073 Ha
frontier orbital gap: 0.292 Eh
charge: 0

Cartesian coordinates (Å):
O -0.06941 0.92725 -0.50371
C 0.85522 -0.13339 0.14115
O 0.41632 -0.31584 1.30930
H -0.88545 -0.23155 -1.06024
H -0.31668 -0.24647 0.11350

Most stable structure: model i